The following is a DFT calculation (ωB97M-V/def2-TZVPD) of a cluster of 10 separate species, C42H108N4O14 in total.

Geometry as XYZ:
```
168
Properties=species:S:1:pos:R:3:forces:R:3
O -4.2620 8.8651 3.7186 -1.945 0.893 -0.229
O 11.5554 6.4993 -0.0778 -0.740 1.227 -1.197
O -6.7195 -10.0527 -3.0345 0.586 0.060 -0.002
O 6.8357 -6.9452 -7.9067 3.021 -0.226 -2.349
O 16.1632 10.0147 1.1859 1.850 -1.751 0.891
O 9.9331 10.2743 -5.9521 0.073 0.824 -1.316
O -1.3744 -5.5227 6.4885 0.472 0.263 -0.526
O 2.2192 1.6143 -2.1277 -1.599 -1.391 1.795
O -9.1324 1.3353 -0.8875 1.108 0.188 -2.763
O -9.4969 -15.4559 -1.6509 0.608 1.389 0.576
O -8.4138 -0.6715 7.9969 -0.283 0.908 -0.292
O -4.2075 3.8637 -4.6008 1.058 -0.124 1.407
O -3.1225 -0.3181 -0.4489 0.031 0.923 -1.707
O 4.7138 -0.4629 4.8040 -0.025 -0.914 -0.155
N -7.0016 2.4757 -2.8522 -0.956 -1.160 1.393
N -9.0625 -12.1147 -3.4187 -0.613 -0.690 -1.937
N -0.2516 0.2724 -0.6056 0.488 1.749 -0.193
N 13.8048 8.4631 0.0125 -0.784 -1.348 0.825
C -0.9990 0.3174 0.6383 -1.550 -0.538 -0.610
C -2.5154 0.6074 0.4053 0.464 0.212 -0.352
C -6.1209 -8.8642 -3.4582 1.082 -0.949 -0.989
C -2.9377 7.5086 2.2804 0.099 -1.078 -0.472
C 12.5956 6.5605 0.8273 -0.199 -1.772 1.371
C 1.1727 0.2012 -0.3891 1.494 -1.511 -1.206
C -3.5357 -1.4672 0.1478 -0.035 -2.032 -0.323
C -8.8371 -14.5082 -2.5182 -0.280 0.203 -0.690
C 4.7343 -7.4685 -7.2830 -0.843 -0.966 2.401
C 8.9952 9.7699 -3.9257 0.373 0.551 1.347
C 6.0635 -6.9074 -6.7974 -2.030 1.735 0.216
C -8.8637 1.4321 6.9251 0.410 1.181 -0.103
C -8.6050 -11.2717 -2.3600 0.050 0.463 -0.120
C 13.1549 7.8696 1.1675 0.190 0.125 -0.452
C -2.1712 -6.7000 6.4894 -0.691 0.115 0.601
C 3.2803 0.6890 6.2602 -1.596 -0.432 -0.121
C -4.7323 3.2707 -3.3563 -0.489 1.174 -1.832
C -9.9264 0.8411 9.1174 0.229 -0.060 0.415
C -8.3774 2.0497 -3.2450 0.443 -0.564 2.723
C 8.7075 9.8405 -5.4021 1.263 -1.204 2.268
C -8.0674 -9.8896 -2.8443 -1.227 -1.907 1.342
C 6.0364 -5.4398 -6.3000 0.185 -0.653 0.592
C -3.5987 -6.2894 6.0224 0.418 -0.474 -0.078
C 2.7485 1.7960 -3.3755 0.389 0.013 -1.034
C -10.4419 -16.2712 -2.2756 0.553 -0.886 -1.305
C 2.0039 0.1853 -1.7466 -0.071 2.264 1.115
C -6.1992 3.2538 -3.7170 -0.805 0.055 -0.634
C 14.0404 9.8284 0.3087 -0.646 2.594 -1.161
C -2.7809 3.6132 -4.6707 -1.685 -0.827 0.515
C 11.1404 5.2053 -0.3898 -0.088 -0.359 -0.852
C -3.0250 8.2222 3.5995 -0.622 1.481 -0.437
C -2.9212 7.3258 4.7761 1.317 -1.037 1.277
C -9.4398 0.3660 7.7773 0.087 -2.711 0.523
C -9.8074 0.4420 -0.0514 0.268 0.786 0.467
C 3.6312 -0.7330 5.7182 1.166 1.491 -0.060
C 8.2878 8.4614 -5.8834 -1.765 0.927 -1.466
C 15.4550 10.2644 0.0174 -0.250 0.257 0.272
C -1.4968 -7.7751 5.6221 -0.742 1.100 -0.541
C -8.8777 0.8620 -2.2525 0.705 1.046 0.233
C 16.6156 8.6639 1.5293 -0.827 1.120 0.154
C -9.7380 -13.3548 -3.0416 0.453 -0.239 1.046
C 3.9978 -1.7648 6.7741 0.609 1.190 0.229
H 4.0347 -7.4418 -6.4475 -0.258 -0.213 0.138
H -2.7839 2.5278 -4.7705 0.992 -0.180 -0.230
H -9.3140 0.6520 0.8976 -0.565 -0.375 0.456
H -9.6909 -0.6201 -0.2667 -0.010 -0.035 -0.329
H -1.9058 6.9690 4.9490 0.166 -0.633 -0.591
H -9.4689 -11.0574 -1.7308 0.209 -0.342 0.479
H -1.9425 -4.8276 6.8285 0.153 0.200 0.062
H -2.3597 9.0856 3.5982 1.119 -0.561 0.104
H -10.2532 0.0130 9.7463 0.124 -0.320 -0.116
H -2.1640 -6.9867 7.5410 -0.427 -0.664 0.072
H 2.2635 0.6983 6.6528 0.012 -0.114 0.627
H 3.9579 1.1352 6.9881 0.209 -0.659 0.289
H 7.3563 8.1471 -5.4127 0.063 0.037 0.362
H 10.3484 5.2622 -1.1365 -0.096 0.263 0.122
H 6.2871 -6.9556 -8.6944 0.122 0.047 0.066
H -8.1814 1.2007 6.1072 -0.467 -0.830 -0.092
H -0.5908 1.1013 1.2763 0.091 -0.081 -0.009
H -6.6410 -8.5429 -4.3606 0.133 0.514 -0.099
H -8.8397 -1.3787 8.4869 0.015 -0.066 0.077
H -0.4815 -8.0050 5.9453 -0.256 -0.176 0.160
H 7.9906 10.6586 -5.4716 -0.268 -0.375 -1.031
H 8.2252 9.3449 -3.2818 -0.112 -0.214 -0.206
H 3.7001 1.2643 -3.3747 0.197 -0.143 -0.954
H 10.5401 9.5419 -6.0812 -0.168 -0.197 0.103
H 1.3631 -0.7510 0.1060 0.461 -0.685 -0.006
H -10.2827 -13.1209 -2.1269 -0.965 0.052 -0.398
H -8.2705 -12.3637 -3.9938 0.136 0.146 -0.358
H -3.1672 0.5696 1.2781 0.661 0.506 0.794
H -10.0479 -16.4493 -3.2762 -0.461 -0.030 -0.565
H -5.1334 -9.2452 -3.7184 0.292 0.763 -0.236
H -8.4930 1.7544 -4.2878 0.169 -0.206 -0.145
H -11.4785 -15.9393 -2.3345 0.082 0.615 0.138
H 16.3849 8.6261 2.5939 0.853 -0.107 0.199
H 10.7552 4.6175 0.4434 0.119 0.153 0.412
H -8.0044 -13.9883 -2.0446 -0.043 -0.630 0.806
H -8.2176 -9.1593 -2.0492 -0.321 0.281 0.078
H 4.9533 -8.5215 -7.4601 -0.368 -0.080 -0.373
H 13.3066 10.4490 -0.2055 -0.007 0.281 -0.589
H -4.1786 -5.6368 6.6750 0.568 0.204 0.545
H 13.4304 5.9387 0.5041 0.030 -0.523 0.041
H -8.9989 2.9193 -3.0314 -0.375 -0.079 -0.302
H -6.0204 -8.0615 -2.7277 -0.371 -0.060 0.294
H -7.8098 -11.8831 -1.9334 0.240 0.985 1.392
H 3.1260 -1.8688 7.4201 0.020 -0.789 -0.110
H -2.3543 3.8614 -3.6988 0.513 0.285 -0.219
H 6.5166 -7.5339 -6.0291 -0.234 -0.231 0.066
H -10.4668 -17.2806 -1.8649 0.191 0.175 0.682
H 15.6445 11.3341 -0.0721 -0.760 0.197 -0.440
H -1.8933 7.2019 2.2237 -0.089 -0.436 -0.527
H 13.0950 8.3268 -0.6928 0.246 0.463 -0.616
H -6.5473 4.2865 -3.7389 -0.016 0.229 -0.027
H -6.4287 1.7839 -2.3903 -0.539 -0.418 -0.079
H -2.1431 -8.6387 5.4656 0.202 -0.233 0.597
H -0.4519 -0.4342 -1.2990 -0.846 -0.108 0.458
H 15.8135 9.7877 -0.8949 0.312 -0.309 0.028
H -4.0863 9.7095 4.1403 -0.391 -0.034 0.037
H 17.6649 8.5692 1.2498 0.023 -0.079 0.361
H -3.6282 6.5005 4.6914 0.153 -0.090 -0.101
H -9.0532 1.2741 9.6053 -0.413 0.591 0.320
H 4.7927 -1.3891 7.4183 0.129 0.216 0.104
H -3.6163 6.6591 2.2034 0.268 -0.629 0.864
H 6.9911 -5.2112 -5.8263 0.289 0.041 -0.362
H 13.8166 10.1164 1.3359 0.303 -0.456 0.293
H -9.6747 2.0499 6.5393 0.095 0.162 -0.025
H 5.3383 0.0862 5.2837 0.158 0.022 -0.014
H 16.0608 7.8079 1.1451 -0.247 0.400 -0.764
H 12.1423 6.2401 1.7654 0.483 -0.826 0.483
H 5.8926 -4.7787 -7.1545 -0.206 0.074 0.190
H -3.0732 7.7610 5.7639 -0.600 0.748 -0.288
H -4.0770 -1.3162 1.0818 0.113 -0.011 0.248
H -10.3148 -13.7142 -3.8938 -0.471 0.184 0.314
H -4.2836 -7.1280 5.8964 0.266 -0.219 -0.427
H -8.6296 -9.6140 -3.7365 0.089 0.234 -0.287
H 12.3556 8.4837 1.5824 -0.021 0.397 0.175
H 9.9484 9.2645 -3.7709 -0.117 -0.417 0.095
H -1.4391 -7.3566 4.6173 0.294 0.182 -0.146
H -10.8464 0.7714 -0.0496 -0.291 -0.564 0.340
H -8.0902 0.1095 -2.2119 0.502 0.021 0.115
H -4.1642 -2.0377 -0.5360 -0.506 0.423 -0.143
H -8.4037 -15.0354 -3.3681 0.049 -0.331 -0.164
H 2.9937 -0.2597 -1.6444 0.165 0.003 0.502
H 4.4306 -2.6396 6.2888 -0.674 -0.299 0.158
H -8.2254 2.0469 7.5596 -0.137 0.317 0.188
H 9.1801 10.7777 -3.5538 -0.037 0.149 0.041
H -6.3235 2.8781 -4.7326 0.424 0.040 -0.459
H 11.9412 4.6520 -0.8803 0.299 -0.217 0.145
H -2.6429 1.5642 -0.1009 0.188 0.149 0.155
H 7.9690 8.6588 -6.9068 0.187 -0.614 -0.461
H 1.5443 -0.4245 -2.5244 -0.594 0.399 -0.248
H -10.8263 1.4504 9.0331 0.384 0.602 0.015
H 3.1961 1.4712 5.5058 0.290 -0.472 -0.663
H 5.3371 -5.2610 -5.4832 -0.477 -0.015 -0.277
H -0.9607 -0.6466 1.1456 0.277 -0.185 0.532
H -4.5569 3.9114 -2.4921 0.219 0.233 -0.026
H 1.6361 0.8651 0.3406 -0.519 0.857 -0.426
H 2.9144 2.8370 -3.6527 0.285 0.343 0.925
H 2.8635 -1.2420 5.1354 -0.303 0.760 -0.290
H -10.2949 -0.1781 7.3764 -0.041 0.225 -0.913
H 2.0428 1.5488 -4.1685 0.060 -1.002 -0.249
H 8.9600 7.6036 -5.8638 0.514 0.529 0.269
H -9.7207 0.2625 -2.5960 -0.505 0.619 -0.399
H -2.3166 4.0999 -5.5284 -0.214 0.121 0.237
H -3.4479 -5.7174 5.1069 -0.259 -0.293 -0.320
H -2.7020 -2.1652 0.2235 0.332 -0.130 0.917
H 13.9017 7.6488 1.9302 -0.047 0.273 0.293
H 4.1531 -7.0410 -8.1000 0.801 0.486 -0.308
H -3.2707 7.9377 1.3353 0.525 1.375 0.361
H -4.3107 2.2945 -3.1166 0.080 -0.292 -0.412
```
Positions in Å, forces in eV/Å.

Computed properties:
Total charge: 0
Orbital gap (eV): 8.6070
Highest occupied orbital energy (eV): -8.1
Total energy (hartree): -2936.924320
Strongest force on any atom (eV/Å): 3.83
Structure (SMILES): COCCNCCOC.COCCNCCOC.COCCNCCOC.COCCNCCOC.CC(C)O.CC(C)O.CC(C)O.CC(C)O.CC(C)O.CC(C)O